1.
Molecular formula: CH4ClN2O
Method: DFT, the ωB97M-V functional and the def2-TZVPD basis

energy above the lowest of the compared OMol25 structures with the same formula, charge and spin = 1.920 eV
largest force on an atom = 5.6 eV Å⁻¹
highest occupied orbital energy = -14.8371 eV
total charge = +1
LUMO = -4.63 eV
E = -18641.812 eV

XYZ file:
```
9
CH4ClN2O the ωB97M-V functional and the def2-TZVPD basis
C 0.79908 0.30858 1.28018
N -0.25697 0.87515 1.48941
N -0.22566 -0.57131 -1.03854
O 1.79954 -0.03127 0.78208
Cl -1.73149 1.59269 1.67307
H -1.09865 -0.11731 -1.59497
H -0.22963 -1.07652 -0.19812
H 0.37306 0.22151 -0.84689
H 0.57072 -1.20154 -1.54623
```

2.
Molecular formula: CH4ClN2O
Method: DFT, the ωB97M-V functional and the def2-TZVPD basis

energy above the lowest of the compared OMol25 structures with the same formula, charge and spin = 2.864 eV
largest force on an atom = 6.0 eV Å⁻¹
highest occupied orbital energy = -15.5407 eV
total charge = +1
LUMO = -5.04 eV
E = -18640.868 eV

XYZ file:
```
9
CH4ClN2O the ωB97M-V functional and the def2-TZVPD basis
C 0.80615 0.27724 -0.05714
N 0.32534 1.46112 0.04571
N -0.39711 -1.23345 -0.07772
O 0.54227 -2.19157 0.02425
Cl 2.31401 -0.15279 -0.03087
H -0.68852 1.57506 0.10023
H 0.87013 2.24527 0.05851
H -0.74847 -1.18593 -0.97126
H 0.28717 -2.69872 0.76551
```

Among the records above, which one has the lowest E?
number 1